Record 1
The following is a DFT calculation (ωB97M-V/def2-TZVPD) of a structure of composition C34H53AsN8Si3Ti in a non-equilibrium geometry.

## Properties
- Gap between HOMO and LUMO: 0.22893 hartree
- Highest occupied orbital energy: -18.99 eV
- Charge: +4

```
100
Properties=species:S:1:pos:R:3:mulliken_charge:R:1
Ti 0.84764 0.10606 0.57699 -2.39
C 2.30409 -1.34623 -2.35073 0.10
C 2.74103 -1.98902 -1.08732 -0.17
C 3.64658 -3.04647 -1.17753 -0.89
C 4.08058 -3.70048 -0.05213 -1.18
C 3.66144 -3.21959 1.18718 -0.88
C 2.81585 -2.14518 1.22985 0.19
N 2.29234 -1.55037 0.11126 1.76
C 2.60783 -1.39018 2.47632 0.41
C 2.94384 -1.80831 3.74546 -0.90
C 2.90277 -0.87878 4.77928 -1.29
C 2.55951 0.44041 4.51408 -0.95
C 2.18768 0.78394 3.23089 0.86
N 2.17887 -0.13209 2.24147 1.44
C 1.76625 2.13210 2.81363 -0.04
C 2.14128 3.25861 3.50607 -0.68
C 1.67767 4.49622 3.07023 -1.15
C 0.82428 4.53539 1.99102 -1.13
C 0.48505 3.36047 1.32244 0.60
C -0.51736 3.42571 0.20644 -0.60
N 0.99196 2.17844 1.70195 1.25
H 3.12641 -1.34571 -3.06584 0.77
H 1.48564 -1.91434 -2.79480 0.06
H 1.97367 -0.33069 -2.19869 -1.00
H 3.99642 -3.34211 -2.15805 0.62
H 4.76773 -4.53523 -0.11862 0.52
H 4.05778 -3.64250 2.09929 0.52
H 3.25440 -2.82605 3.93546 0.62
H 3.15449 -1.18135 5.78885 0.53
H 2.55408 1.17590 5.30658 0.50
H 2.79586 3.18614 4.36413 0.58
H 1.96286 5.40482 3.58560 0.50
H 0.40126 5.47333 1.65257 0.65
H -1.43095 3.90736 0.56231 0.66
H -0.14835 4.03768 -0.61868 0.68
H -0.77335 2.43708 -0.17196 -0.93
C -3.48515 1.62550 3.72849 -0.72
N -2.28787 0.87030 3.30054 0.37
C -1.59925 -0.05236 4.06469 -1.49
C -0.58904 -0.50855 3.29472 -0.42
N -0.66233 0.10637 2.04434 1.65
C -1.71237 0.92755 2.10765 -1.78
H -3.83435 1.21088 4.66893 0.36
H -4.26802 1.51954 2.98156 0.32
H -3.23422 2.67390 3.86735 0.33
H -1.88714 -0.29579 5.07455 0.56
H 0.13683 -1.26513 3.53654 0.56
H -2.05435 1.56731 1.31654 0.26
N 1.86530 3.88004 -3.31666 -0.34
C 2.29964 3.08211 -2.33049 0.03
C 1.45519 2.14666 -1.69799 -1.03
N 1.91798 1.37918 -0.71291 1.68
C 3.21408 1.48597 -0.35408 -0.42
C 4.01901 2.41588 -0.98877 -0.83
N 3.57414 3.21008 -1.94794 -0.58
H 0.93568 3.83164 -3.69449 0.18
H 2.52141 4.52039 -3.74043 0.29
H 0.42569 2.02419 -1.99272 0.64
H 3.59785 0.84195 0.42055 0.22
H 5.06098 2.51554 -0.70640 0.50
C -3.59342 1.70334 -0.72949 -1.18
Si -3.42112 -0.13889 -0.80321 0.42
C -4.33791 -0.86985 -2.20668 -1.18
C -3.96323 -0.92402 0.76857 -0.78
As -0.90865 -0.56558 -1.08380 2.25
Si -1.18440 -3.03760 -0.54189 0.03
C 0.15766 -4.18049 -1.06720 -0.99
C -2.76291 -3.63704 -1.26266 -1.03
C -1.17680 -3.01096 1.30922 -0.69
Si -0.88669 -0.20328 -3.63211 0.65
C 0.75938 0.05090 -4.40834 -1.18
C -1.65853 -1.72479 -4.27235 -1.10
C -1.83170 1.37574 -3.74017 -0.94
H -4.44060 1.98909 -1.36124 0.53
H -2.73362 2.26892 -1.08072 0.10
H -3.84271 2.02912 0.28328 0.47
H -5.37705 -0.90568 -1.85337 0.42
H -4.05495 -1.88624 -2.45703 0.36
H -4.32602 -0.26624 -3.10968 0.40
H -4.99669 -0.58523 0.92008 0.56
H -3.38625 -0.63837 1.64284 0.09
H -3.99264 -2.01226 0.72366 0.36
H 1.03873 -4.11392 -0.43380 0.17
H -0.27596 -5.17603 -0.91589 0.54
H 0.45389 -4.12972 -2.11597 0.39
H -2.80101 -3.52123 -2.34524 0.40
H -3.65550 -3.19152 -0.82974 0.35
H -2.79867 -4.71186 -1.05334 0.51
H -0.16297 -2.82551 1.68209 -0.04
H -1.47814 -3.99550 1.68336 0.71
H -1.84665 -2.27241 1.74124 0.04
H 1.20018 -0.89543 -4.72383 0.41
H 1.50122 0.60336 -3.83787 0.28
H 0.55909 0.62730 -5.31973 0.56
H -1.08524 -2.61645 -4.00788 0.27
H -1.65314 -1.64562 -5.36628 0.48
H -2.69031 -1.85646 -3.96025 0.38
H -1.55885 2.08497 -2.95689 0.19
H -2.90863 1.23811 -3.70016 0.23
H -1.60596 1.83922 -4.70608 0.56
```

=====

Record 2
The following is a DFT calculation (ωB97M-V/def2-TZVPD) of a structure of composition C34H53CdN4OP2S in a non-equilibrium geometry.

## Properties
- Gap between HOMO and LUMO: 0.18998 hartree
- Energy relative to the best compared isomer or geometry (same formula, charge and spin): 51.83 kcal/mol
- Highest occupied orbital energy: -7.78 eV
- Charge: +1

```
96
Properties=species:S:1:pos:R:3:mulliken_charge:R:1
C 1.93727 -1.80858 -1.11775 -0.15
C 1.98396 0.33811 -2.00004 -0.55
C 2.87613 -2.21601 -2.06626 -0.92
C 2.72946 -0.07851 -3.13238 -1.00
C 3.26672 -1.35401 -3.09762 -0.93
H 3.24193 -3.24715 -2.00232 0.47
H 2.96944 0.64633 -3.91505 0.49
H 3.95109 -1.70306 -3.87589 0.41
N 1.51372 -0.54705 -1.05749 0.85
P -0.18096 -2.67998 0.57859 0.03
P 1.07496 2.36258 -0.28911 0.59
C 1.47781 -2.91816 -0.16842 -1.36
H 1.50427 -3.88567 -0.70236 0.62
H 2.23692 -3.04159 0.61934 0.73
C 1.81511 1.75757 -1.78368 -0.56
H 1.75731 2.37562 -2.69423 0.30
C -0.39451 3.83740 -0.42542 1.99
C 2.84980 3.14337 -0.04681 1.41
C -1.35996 -3.48288 -0.68426 1.92
C -0.11346 -3.62423 2.22851 1.85
C -1.75473 3.44793 0.18512 -1.56
H -1.68989 3.20830 1.25236 0.24
H -2.44605 4.30320 0.08366 0.50
H -2.21466 2.59594 -0.32068 0.16
C 0.08039 5.07987 0.33199 -1.85
H 0.20683 4.85153 1.39940 0.34
H 1.01374 5.49290 -0.06304 0.24
H -0.67817 5.87910 0.26775 0.52
C -0.59163 4.06660 -1.92082 -1.75
H -1.35835 4.83957 -2.07786 0.50
H 0.32136 4.38980 -2.43271 0.27
H -0.96031 3.14969 -2.40257 0.24
C 2.96704 3.72383 1.35754 -1.46
H 2.69607 2.95517 2.10050 0.08
H 4.02331 4.00582 1.51822 0.50
H 2.33345 4.61004 1.50417 0.29
C 3.87755 1.99290 -0.18020 -1.50
H 3.56785 1.13989 0.43546 0.02
H 3.96516 1.65516 -1.21677 0.38
H 4.88812 2.30849 0.10522 0.63
C 3.00601 4.17439 -1.18348 -1.44
H 2.38453 3.93870 -2.05255 0.17
H 2.75876 5.20871 -0.90839 0.33
H 4.03671 4.12868 -1.55732 0.40
C -1.52317 -3.61894 2.84886 -1.73
H -1.46045 -3.95149 3.89706 0.47
H -1.96709 -2.61115 2.84619 0.22
H -2.20547 -4.30817 2.33199 0.34
C 0.85812 -2.87355 3.16602 -1.41
H 1.88002 -2.85133 2.76594 0.29
H 0.53589 -1.84415 3.36229 -0.03
H 0.88777 -3.40079 4.13192 0.63
C 0.40270 -5.06170 2.04867 -1.67
H 0.58194 -5.49227 3.04431 0.52
H -0.31724 -5.71135 1.54259 0.31
H 1.35087 -5.08794 1.49810 0.28
C -1.04305 -2.91930 -2.09710 -1.73
H -1.88827 -3.20053 -2.74451 0.67
H -0.93778 -1.82631 -2.10021 -0.03
H -0.13719 -3.38697 -2.50853 0.32
C -2.80551 -3.10678 -0.29407 -1.43
H -2.94086 -2.01894 -0.22701 0.16
H -3.48795 -3.49197 -1.06527 0.52
H -3.10351 -3.55534 0.66022 0.25
C -1.21296 -5.01070 -0.77726 -1.78
H -0.17045 -5.32463 -0.92879 0.31
H -1.63015 -5.53443 0.09063 0.34
H -1.77964 -5.35359 -1.65847 0.50
Cd -0.36560 -0.08360 0.85698 3.45
C 1.62242 0.40574 2.21448 -0.53
O 2.67715 0.24133 2.64893 -0.21
N -1.71939 0.36559 -0.87920 -0.89
C -2.19756 0.43904 -1.97930 0.05
C -2.38709 0.80207 -3.35923 0.35
C -3.69645 0.75698 -3.89447 -0.56
C -1.32041 1.13973 -4.25850 0.12
C -3.91792 0.88764 -5.27374 -0.55
H -4.57388 0.55244 -3.26340 0.45
C -1.55480 1.26646 -5.64233 -0.85
H -0.28030 1.28426 -3.93699 0.45
C -2.85160 1.13267 -6.17581 -0.37
H -4.95328 0.77206 -5.64464 0.36
H -0.74921 1.45374 -6.35802 0.42
H -3.04961 1.21520 -7.27440 0.36
S -2.34171 0.21906 2.50585 -0.48
C -1.67124 0.25537 4.08144 0.33
N -0.44715 0.70750 4.42594 0.21
C -0.18611 0.60997 5.84970 -0.48
C -1.51852 0.12399 6.41025 -0.55
N -2.30375 -0.13321 5.21339 -0.15
H 0.24238 1.00751 3.74744 -0.18
H 0.10762 1.58443 6.25558 0.35
H 0.61919 -0.10939 6.05353 0.28
H -1.99164 0.89935 7.02325 0.31
H -1.40355 -0.78337 7.01141 0.32
H -3.24467 -0.49046 5.21593 0.22
```

=====

Record 3
The following is a DFT calculation (ωB97M-V/def2-TZVPD) of a structure of composition C34H53ClCrN5PS3Sb.

## Properties
- Gap between HOMO and LUMO (spin up / spin down): 0.20595 / 0.20802 hartree
- Energy relative to the best compared isomer or geometry (same formula, charge and spin): 5.05 kcal/mol
- Highest occupied orbital energy (spin up / spin down): -1.48 / -1.54 eV
- 2S+1: 2
- Charge: -2

```
99
Properties=species:S:1:pos:R:3:mulliken_spin:R:1
Cr 0.56209 -0.32413 0.25646 0.92
S 1.40819 -0.56398 2.47373 -0.01
C 3.13580 -0.54557 2.22664 0.01
C 3.95499 -0.54253 3.39507 0.00
N 4.59017 -0.53426 4.35832 0.00
C 3.71559 -0.52642 0.99239 -0.01
S 2.80868 -0.53703 -0.49154 0.00
C 5.14150 -0.51953 0.88355 0.00
N 6.28806 -0.51761 0.76150 0.00
Cl -1.05898 0.43537 -4.08238 0.00
C -1.85099 -0.85903 -3.19150 -0.01
C -3.13537 -1.18635 -3.60613 0.00
C -3.79418 -2.25406 -3.02444 -0.01
C -3.13314 -2.99006 -2.04442 0.00
C -1.86518 -2.63026 -1.63576 0.00
C -1.16707 -1.52597 -2.16748 0.00
C 0.17842 -1.18561 -1.67822 -0.03
H -3.59864 -0.60467 -4.39366 0.00
H -4.80157 -2.51057 -3.33018 0.00
H -3.62239 -3.83426 -1.57140 0.00
H -1.38013 -3.19166 -0.84641 0.00
H 0.72180 -0.56366 -2.38903 -0.01
H 0.73272 -2.12078 -1.57165 0.01
C -4.88725 0.90687 -1.72335 0.00
C -4.61458 -0.13970 -0.68093 0.00
C -5.58448 -1.05613 -0.28720 0.00
C -5.17755 -1.98638 0.65946 0.00
N -3.96109 -2.03165 1.17042 0.00
C -3.08005 -1.08292 0.75045 0.00
S -1.51042 -1.10764 1.45720 0.00
N -3.39664 -0.13957 -0.16150 0.01
H -5.86735 0.77360 -2.18502 0.00
H -4.11380 0.85463 -2.49190 0.00
H -4.83843 1.90189 -1.27520 0.00
H -6.58241 -1.05891 -0.70533 0.00
H -5.87196 -2.75011 1.00849 0.00
C 0.36979 3.49398 2.65433 0.00
C 1.33816 3.67342 1.47597 -0.01
C 2.58678 2.81675 1.78574 0.00
C 1.75428 5.14930 1.40765 0.00
P 0.49273 2.94958 -0.05036 -0.01
N 0.40590 1.42089 0.11560 0.12
C -1.26645 3.63921 -0.19381 0.01
C -1.81824 3.24615 -1.57156 0.00
C -1.44144 5.15251 -0.01245 0.00
C -2.14281 2.91389 0.84635 0.01
C 1.50131 3.47179 -1.56962 0.03
C 2.98469 3.21786 -1.26402 -0.01
C 1.14764 2.52314 -2.72162 0.00
C 1.34043 4.92325 -2.03585 0.00
H 0.91181 3.71968 3.57830 0.00
H 0.01187 2.46354 2.71182 0.00
H -0.48339 4.16846 2.59863 0.00
H 2.71192 2.73916 2.86950 0.00
H 3.49432 3.25690 1.37700 0.00
H 2.48367 1.79834 1.40260 0.01
H 2.13093 5.43962 2.39555 0.00
H 0.93662 5.82619 1.15956 0.00
H 2.56086 5.31452 0.69420 0.00
H -1.37234 3.81375 -2.38641 0.00
H -2.89422 3.45185 -1.57723 0.00
H -1.68084 2.17989 -1.76494 0.00
H -0.89721 5.74227 -0.74904 0.00
H -1.14890 5.48455 0.98376 0.00
H -2.50697 5.38479 -0.12577 0.00
H -1.82613 1.88159 1.00001 -0.01
H -3.17034 2.87930 0.47285 0.00
H -2.15828 3.43112 1.80519 0.00
H 3.14332 2.20915 -0.87492 0.01
H 3.40150 3.94459 -0.56946 0.00
H 3.54274 3.30144 -2.20265 0.00
H 1.13475 1.49062 -2.37562 0.00
H 1.91824 2.61805 -3.49544 0.00
H 0.18794 2.74299 -3.17768 0.00
H 1.49296 5.64909 -1.23648 0.00
H 0.36285 5.10748 -2.48235 0.00
H 2.09186 5.12397 -2.80877 0.00
C 3.49154 -5.47990 2.07115 0.00
C 2.83902 -4.11635 2.25606 0.00
Sb 1.09347 -3.67147 1.03457 -0.03
C 1.18129 -5.43174 -0.26245 0.00
C 2.09677 -5.18309 -1.45864 0.00
C -0.37728 -4.47820 2.39232 0.00
C -0.11676 -5.87844 2.93100 0.00
H 4.35252 -5.60393 2.73771 0.00
H 3.85370 -5.61663 1.04833 0.00
H 2.79614 -6.29910 2.27579 0.00
H 3.55323 -3.31837 2.05442 0.00
H 2.51218 -3.97782 3.28982 0.00
H 0.15117 -5.60014 -0.59504 0.00
H 1.48763 -6.32451 0.29173 0.00
H 1.81974 -4.26706 -1.98718 0.00
H 2.07026 -6.00490 -2.18285 0.00
H 3.13716 -5.05602 -1.14478 0.00
H -1.33703 -4.40886 1.87500 0.00
H -0.44067 -3.74247 3.19738 0.00
H 0.01801 -6.60642 2.12530 0.00
H -0.94518 -6.23483 3.55468 0.00
H 0.78633 -5.90570 3.54801 0.00
```

=====

Record 4
The following is a DFT calculation (ωB97M-V/def2-TZVPD) of a cluster of 6 separate species, C34H53FI2N5O15S2 in total in a non-equilibrium geometry.

## Properties
- Gap between HOMO and LUMO: 0.19781 hartree
- Highest occupied orbital energy: -9.56 eV
- Charge: +1

```
112
Properties=species:S:1:pos:R:3:mulliken_charge:R:1
C 0.16564 -7.03382 -1.64278 -0.81
C 1.59204 -6.22522 -1.97044 -0.31
I 3.17918 -7.72705 -1.51400 0.08
C 1.77841 -4.85794 -1.06799 -1.15
I 3.18052 -5.14027 0.64594 0.18
N 2.11671 -3.61521 -1.89467 0.54
C 1.06429 -2.48980 -1.81640 -0.85
C -0.14468 -2.97523 -2.86154 -0.11
C -1.60154 -2.27961 -2.42690 -0.58
S -2.76202 -3.49312 -1.57623 0.02
C -4.26610 -2.51815 -0.95804 -0.23
S -4.06005 -0.99938 -0.20489 -0.10
N -5.64311 -3.17843 -1.18011 0.23
C -6.38041 -4.06009 -0.18731 -0.27
C -7.75101 -4.40343 -1.01875 0.03
N -7.80805 -3.75411 -2.39238 -0.46
C -6.47652 -3.00792 -2.46782 -0.11
C 3.25346 -3.43873 -2.64375 -0.02
N 4.29708 -4.57728 -2.64706 -0.30
N 3.64335 -2.21914 -3.43943 -0.19
C 4.75176 -1.41445 -2.81450 -0.36
C 4.45389 0.18313 -2.62246 -0.44
C 4.38091 0.45816 -0.97566 -0.27
F 4.83388 1.85814 -0.71720 -0.29
H 0.42894 -8.01733 -1.01929 0.36
H -0.56226 -6.41661 -0.96257 0.23
H -0.39452 -7.32440 -2.63077 0.24
H 1.58381 -5.93049 -3.10686 0.45
H 0.72249 -4.68832 -0.53682 0.53
H 1.49881 -1.43462 -2.07272 0.19
H 0.56240 -2.44998 -0.74449 0.36
H 0.12301 -2.77187 -3.99037 0.27
H -0.33109 -4.14654 -2.76925 0.11
H -2.10756 -1.75663 -3.34631 0.37
H -1.32171 -1.46904 -1.62129 0.32
H -6.03172 -4.39832 0.90209 0.30
H -8.61860 -5.07627 -0.58775 0.18
H -6.07439 -2.37331 -3.37090 0.29
H 4.79590 -4.47203 -3.55738 0.35
H 4.97080 -4.28249 -1.90124 0.33
H 2.84094 -1.65272 -3.77536 0.36
H 4.98515 -1.91442 -1.75973 0.23
H 5.73096 -1.62202 -3.46575 0.27
H 3.50174 0.58919 -3.16635 0.33
H 5.44012 0.75860 -2.96959 0.28
H 3.28458 0.23336 -0.63383 0.17
H 5.09344 -0.24155 -0.36429 0.29
C 4.59893 5.10682 0.00625 -1.24
C 3.58301 6.02884 0.65001 0.80
C 2.74940 5.35885 1.69971 -0.30
O 1.54540 6.10505 1.66188 -0.22
C 1.44467 6.61394 0.39674 0.47
O 0.44438 7.14528 -0.05440 -0.59
O 2.61092 6.44527 -0.29518 -0.36
H 5.20147 5.65922 -0.72256 0.41
H 5.26971 4.67034 0.75226 0.12
H 4.10674 4.29857 -0.54593 0.31
H 4.07973 6.92330 1.04315 0.12
H 3.20670 5.41622 2.69128 0.31
H 2.51710 4.31171 1.47424 0.23
C -12.83746 -8.62430 -2.25376 -1.44
C -11.98348 -7.54757 -1.61501 0.50
C -10.90432 -7.02860 -2.51597 -0.54
O -9.90934 -6.60991 -1.59804 -0.26
C -10.07370 -7.37167 -0.47448 0.63
O -9.27671 -7.42126 0.44681 -0.55
O -11.24631 -8.07169 -0.52247 -0.34
H -13.62911 -8.93656 -1.56446 0.35
H -13.30194 -8.26819 -3.17811 0.37
H -12.24632 -9.51993 -2.47471 0.36
H -12.61687 -6.73575 -1.23935 0.25
H -11.24310 -6.18716 -3.12658 0.34
H -10.47320 -7.79399 -3.17141 0.30
C 9.48843 3.36481 3.06773 -1.45
C 8.47250 4.28683 3.71149 0.52
C 7.63890 3.61684 4.76119 -0.53
O 6.43489 4.36304 4.72336 -0.29
C 6.33416 4.87193 3.45822 0.54
O 5.33387 5.40327 3.00709 -0.53
O 7.50041 4.70326 2.76630 -0.31
H 10.09096 3.91721 2.33893 0.36
H 10.15920 2.92833 3.81374 0.38
H 8.99624 2.55656 2.51555 0.34
H 8.96923 5.18129 4.10463 0.27
H 8.09620 3.67421 5.75277 0.32
H 7.40660 2.56970 4.53572 0.30
C -0.61723 4.88308 -1.10109 -1.46
C -1.23627 4.13979 -2.26769 0.54
C -2.69028 3.83209 -2.07577 -0.50
O -2.86447 2.66133 -2.85479 -0.32
C -1.64790 2.03843 -2.89524 0.58
O -1.46665 0.90745 -3.31292 -0.58
O -0.66405 2.84906 -2.40304 -0.25
H 0.43225 5.11253 -1.31388 0.29
H -1.14441 5.82070 -0.90130 0.46
H -0.62369 4.27068 -0.19261 0.29
H -1.06235 4.68814 -3.20067 0.30
H -3.33573 4.63613 -2.43984 0.32
H -2.95762 3.60252 -1.03792 0.31
C -0.04585 6.19300 4.69601 -1.23
C 0.07239 5.75865 6.14307 0.52
C 1.36381 6.16573 6.78507 -0.39
O 1.54571 5.16793 7.77461 -0.32
C 0.89289 4.05353 7.32559 0.63
O 0.99713 2.94612 7.82479 -0.56
O 0.11188 4.34433 6.24263 -0.35
H -1.02166 5.90182 4.29306 0.39
H 0.06228 7.27705 4.59541 0.39
H 0.70794 5.70075 4.07157 0.13
H -0.79053 6.11573 6.71685 0.26
H 1.30443 7.15646 7.24393 0.33
H 2.22118 6.13961 6.10276 0.21
```